# 1
14
Properties=species:S:1:pos:R:3:mulliken_charge:R:1 method="wB97M-V/def2-TZVPD" molar_mass_da=91.2 homo_ev=-8.4 lumo_energy_ev=0.53 max_force_ev_per_a=2.277 gap_ev=8.9
C 3.030 0.309 0.671 -0.299
N 2.858 -0.720 -0.005 -0.427
H 3.089 1.348 0.285 0.262
H 3.018 0.338 1.783 0.252
H 3.494 -1.302 -0.516 0.227
C -2.242 -0.716 -0.449 -0.984
C -1.808 0.777 -0.304 -0.363
S -0.266 0.968 0.694 -0.224
H -1.659 -1.388 0.164 0.391
H -2.289 -0.988 -1.502 0.239
H -3.260 -0.772 -0.056 0.244
H -2.644 1.400 -0.037 0.328
H -1.426 1.045 -1.279 0.266
H 0.105 -0.298 0.551 0.088

***

# 2
240
Properties=species:S:1:pos:R:3:mulliken_charge:R:1 method="wB97M-V/def2-TZVPD" molar_mass_da=1258.1 homo_ev=-8.3 lumo_energy_ev=0.41 max_force_ev_per_a=3.510 gap_ev=8.8
C -18.258 -7.844 7.757 -1.913
C -18.723 -9.066 8.483 1.812
C -18.119 -8.925 9.907 -1.904
C -20.242 -9.114 8.543 -1.570
C -20.972 -9.495 7.199 -0.058
C -20.353 -10.767 6.635 -0.457
C -18.760 -10.797 6.628 1.964
C -18.370 -12.285 6.459 -2.151
C -18.155 -10.110 5.363 -1.824
N -18.302 -10.374 7.965 0.183
O -16.948 -10.496 8.064 -0.510
H -18.273 -7.036 8.478 0.541
H -17.262 -7.947 7.390 0.352
H -18.878 -7.632 6.874 0.326
H -17.914 -9.834 10.402 0.425
H -17.160 -8.373 9.858 0.366
H -18.781 -8.226 10.457 0.425
H -20.549 -9.818 9.292 0.390
H -20.590 -8.163 8.941 0.436
H -22.053 -9.624 7.346 -0.346
H -20.891 -8.727 6.472 0.356
H -20.719 -10.848 5.591 0.453
H -20.694 -11.633 7.241 -0.311
H -18.884 -12.736 5.642 0.387
H -18.573 -12.774 7.426 0.454
H -17.299 -12.342 6.326 0.474
H -18.582 -10.570 4.472 0.442
H -17.076 -10.001 5.385 0.401
H -18.591 -9.090 5.317 0.346
H -16.836 -11.279 8.583 0.349
C -27.107 -18.228 6.125 0.973
C -27.044 -19.574 6.911 1.864
C -26.656 -19.219 8.391 -1.285
C -28.440 -20.227 7.067 -1.174
C -29.020 -20.986 5.805 -0.739
C -27.947 -21.938 5.448 -1.422
C -26.566 -21.308 5.130 1.259
C -25.593 -22.524 4.917 -1.728
C -26.598 -20.398 3.823 -1.068
N -26.100 -20.651 6.400 0.033
O -24.807 -20.056 6.263 -0.306
H -27.579 -17.562 6.842 -0.803
H -26.140 -17.938 5.702 -2.095
H -27.893 -18.466 5.418 1.045
H -26.787 -20.133 8.987 0.628
H -25.625 -18.918 8.484 -0.008
H -27.382 -18.451 8.625 0.118
H -28.452 -20.963 7.879 0.575
H -29.056 -19.352 7.337 -0.073
H -29.977 -21.377 6.105 0.531
H -29.132 -20.342 4.920 0.194
H -28.073 -22.450 4.480 0.496
H -27.798 -22.609 6.285 0.442
H -24.536 -22.243 4.822 0.351
H -26.035 -22.927 4.000 0.446
H -25.728 -23.192 5.778 0.427
H -26.539 -21.082 2.954 0.551
H -25.699 -19.764 3.883 -0.076
H -27.586 -19.909 3.755 0.352
H -24.306 -20.487 6.986 0.320
C -25.007 -15.307 3.412 -1.252
C -24.031 -16.451 2.916 1.992
C -23.715 -17.441 4.025 -0.375
C -24.789 -17.152 1.807 -1.422
C -23.916 -18.090 0.918 -0.662
C -22.807 -17.271 0.369 -1.421
C -21.919 -16.571 1.421 1.539
C -20.922 -17.579 2.096 -1.493
C -21.064 -15.590 0.643 -2.055
N -22.854 -15.866 2.265 0.136
O -22.184 -15.094 3.244 -0.218
H -25.184 -14.564 2.619 0.578
H -25.872 -15.918 3.641 0.082
H -24.725 -14.798 4.328 -0.104
H -23.458 -18.434 3.664 0.302
H -22.901 -17.078 4.598 0.667
H -24.616 -17.568 4.646 -1.108
H -25.613 -17.771 2.223 0.092
H -25.270 -16.340 1.234 0.546
H -23.615 -18.939 1.527 0.301
H -24.540 -18.530 0.165 0.497
H -23.220 -16.465 -0.226 0.381
H -22.175 -17.961 -0.122 0.567
H -21.461 -18.485 2.391 0.325
H -20.442 -17.119 2.968 0.243
H -20.235 -18.014 1.337 0.462
H -20.507 -16.180 -0.073 0.470
H -20.315 -15.139 1.337 0.376
H -21.584 -14.746 0.219 0.409
H -21.947 -14.247 2.906 0.235
C -31.902 -15.032 16.191 -2.027
C -30.574 -15.068 15.495 1.473
C -29.487 -14.788 16.538 -1.490
C -30.377 -16.560 14.974 -1.534
C -29.152 -16.682 14.089 0.554
C -29.154 -15.608 12.929 -0.169
C -29.449 -14.179 13.385 1.663
C -28.174 -13.540 14.028 -1.433
C -29.856 -13.351 12.113 -1.904
N -30.648 -14.275 14.244 0.196
O -31.056 -12.960 14.566 -0.487
H -31.872 -14.064 16.674 0.442
H -32.715 -15.125 15.457 0.437
H -31.997 -15.803 16.993 0.378
H -29.494 -13.715 16.776 0.335
H -29.810 -15.448 17.391 0.458
H -28.435 -15.211 16.395 0.245
H -30.320 -17.194 15.883 0.403
H -31.271 -16.845 14.412 0.404
H -28.236 -16.482 14.668 -0.650
H -29.066 -17.685 13.602 0.493
H -29.940 -15.902 12.261 0.556
H -28.177 -15.590 12.485 -0.812
H -28.404 -12.556 14.423 0.401
H -27.474 -13.446 13.192 0.303
H -27.726 -14.171 14.771 0.560
H -28.930 -13.381 11.500 -0.068
H -29.988 -12.313 12.345 0.473
H -30.658 -13.846 11.591 0.958
H -31.958 -12.982 14.225 0.375
C -22.529 -13.455 13.869 -1.658
C -23.056 -14.604 14.740 1.063
C -21.821 -15.118 15.499 -1.636
C -23.995 -13.866 15.812 -1.243
C -24.815 -14.862 16.564 -1.046
C -25.631 -15.762 15.613 -0.760
C -24.763 -16.550 14.522 1.659
C -23.948 -17.655 15.215 -1.746
C -25.667 -17.163 13.502 -1.890
N -23.914 -15.502 13.858 1.185
O -23.057 -16.200 12.999 -0.702
H -23.362 -12.888 13.416 0.332
H -21.940 -12.730 14.420 0.444
H -21.880 -13.799 13.056 0.303
H -21.479 -14.228 16.013 0.522
H -22.065 -15.914 16.196 0.288
H -21.138 -15.620 14.836 0.367
H -23.262 -13.412 16.512 0.464
H -24.697 -13.132 15.447 0.388
H -24.130 -15.463 17.179 0.435
H -25.415 -14.275 17.274 0.415
H -26.278 -15.008 15.174 -0.704
H -26.323 -16.466 16.150 0.898
H -24.637 -18.406 15.612 0.435
H -23.458 -17.275 16.095 0.369
H -23.258 -18.063 14.469 0.310
H -26.295 -16.388 13.071 -0.043
H -26.424 -17.844 13.940 0.577
H -25.043 -17.636 12.722 0.423
H -23.133 -15.653 12.213 0.230
C -25.870 -7.850 3.018 -1.882
C -26.030 -8.685 4.284 1.854
C -26.140 -7.839 5.512 -1.501
C -27.231 -9.570 3.995 -1.971
C -27.523 -10.670 4.980 -0.219
C -26.254 -11.517 5.058 -0.730
C -24.950 -10.770 5.275 2.906
C -24.840 -10.367 6.720 -1.393
C -23.862 -11.831 5.018 -0.372
N -24.877 -9.635 4.309 0.082
O -23.678 -8.923 4.508 -0.425
H -24.878 -7.398 2.913 0.400
H -25.970 -8.399 2.073 0.389
H -26.549 -6.974 2.990 0.350
H -26.779 -8.399 6.187 0.442
H -25.171 -7.526 5.958 0.170
H -26.764 -7.001 5.195 0.413
H -28.099 -8.892 3.931 0.497
H -27.107 -10.013 2.982 0.290
H -27.726 -10.232 5.948 0.162
H -28.360 -11.300 4.709 0.650
H -26.230 -12.102 4.129 0.506
H -26.220 -12.242 5.875 -0.467
H -25.803 -10.252 7.181 0.117
H -24.263 -9.476 6.833 0.381
H -24.206 -11.083 7.229 0.069
H -24.294 -12.744 5.483 -0.261
H -22.962 -11.570 5.590 -1.120
H -23.692 -12.133 3.971 0.649
H -23.171 -9.037 3.684 0.353
C -28.457 -12.827 7.938 -0.652
C -29.728 -13.274 7.206 2.177
C -30.679 -12.126 6.971 -2.020
C -29.396 -13.872 5.710 -1.311
C -28.857 -15.255 5.755 0.856
C -29.888 -16.108 6.492 -1.612
C -30.086 -15.710 7.918 1.888
C -31.285 -16.513 8.436 -1.934
C -28.824 -16.125 8.684 0.463
N -30.435 -14.306 7.929 0.201
O -30.846 -13.822 9.230 -0.484
H -28.740 -12.230 8.801 0.817
H -27.762 -13.611 8.173 -0.880
H -27.891 -12.153 7.285 -0.289
H -31.647 -12.566 6.727 0.527
H -30.813 -11.564 7.887 0.353
H -30.229 -11.493 6.204 0.304
H -30.231 -13.786 5.060 0.488
H -28.632 -13.150 5.388 -0.360
H -28.654 -15.551 4.740 1.170
H -27.826 -15.213 6.135 -0.945
H -29.600 -17.164 6.562 -0.202
H -30.840 -16.150 5.970 0.726
H -31.081 -17.604 8.391 0.308
H -32.209 -16.301 7.862 0.458
H -31.518 -16.094 9.413 0.301
H -27.904 -15.842 8.128 -0.863
H -28.787 -17.214 8.863 0.553
H -28.649 -15.662 9.669 -0.783
H -30.016 -13.717 9.731 0.248
C -22.848 -17.125 7.843 -0.519
C -22.672 -15.563 8.012 1.453
C -21.182 -15.255 7.821 -2.225
C -23.388 -14.803 6.884 -0.482
C -24.883 -14.823 7.165 2.052
C -25.074 -14.100 8.468 -0.985
C -24.453 -14.817 9.713 1.770
C -24.477 -13.745 10.843 -1.392
C -25.275 -16.132 10.033 0.649
N -22.963 -14.946 9.333 0.855
O -22.263 -15.555 10.358 -0.650
H -23.834 -17.329 7.357 -0.391
H -22.096 -17.441 7.133 0.409
H -22.886 -17.678 8.785 0.182
H -20.680 -15.833 8.616 0.584
H -20.775 -15.661 6.863 0.370
H -21.010 -14.158 7.917 0.387
H -22.980 -13.774 6.892 -0.346
H -23.097 -15.200 5.888 -0.118
H -25.533 -14.334 6.429 -0.199
H -25.219 -15.904 7.233 -0.481
H -26.116 -13.881 8.625 -0.388
H -24.648 -13.088 8.339 -0.251
H -23.883 -12.901 10.497 0.587
H -24.157 -14.061 11.797 -0.261
H -25.474 -13.318 10.918 0.072
H -26.108 -15.912 10.724 -0.295
H -24.714 -16.908 10.582 0.157
H -25.648 -16.627 9.112 -0.704
H -21.724 -14.832 10.712 0.339

***

# 3
30
Properties=species:S:1:pos:R:3:lowdin_spin:R:1 method="wB97M-V/def2-TZVPD" molar_mass_da=879.7 spin_multiplicity=7 homo_ev="-10.3 / -10.3" s_squared=12.02 lumo_energy_ev="-1.93 / -4.80" max_force_ev_per_a=3.950 gap_ev="8.4 / 5.5"
Pd -2.393 2.629 -0.367 0.909
Pd 2.611 0.389 -1.789 1.573
Pd -0.437 1.597 3.841 0.906
Ca -0.200 -2.461 -0.389 0.002
Ca -2.991 -0.163 1.229 0.000
S 4.746 0.317 -3.563 -0.025
O 5.046 0.987 -4.818 0.401
O 4.585 1.272 -2.426 0.178
O 3.519 -0.543 -3.430 0.135
O 5.865 -0.550 -3.316 0.533
S -0.142 0.652 -1.042 0.007
O -0.645 0.351 0.337 0.018
O 0.714 -0.581 -1.346 0.063
O -1.170 1.012 -2.013 0.009
O 0.931 1.687 -0.805 0.065
S -3.318 -2.594 -0.240 0.000
O -2.333 -2.804 -1.393 0.000
O -4.094 -3.721 -0.031 0.000
O -2.565 -2.321 1.091 0.000
O -4.212 -1.398 -0.204 0.000
S 2.360 -1.110 1.446 -0.009
O 1.660 -2.258 0.893 0.030
O 1.624 -0.436 2.444 0.203
O 3.381 -1.797 2.367 0.767
O 3.056 -0.385 0.418 0.066
S -3.171 2.545 2.667 0.007
O -4.082 2.064 1.646 0.026
O -2.507 1.209 3.070 0.067
O -2.099 3.209 1.912 0.057
O -3.739 3.201 3.810 0.011

***

# 4
56
Properties=species:S:1:pos:R:3:mulliken_charge:R:1 method="wB97M-V/def2-TZVPD" molar_mass_da=660.7 charge=+1 homo_ev=-9.9 lumo_energy_ev=-3.83 max_force_ev_per_a=0.791 gap_ev=6.1
Ta 0.054 0.200 -0.119 1.052
C 0.533 1.410 -3.109 -1.551
N 0.160 0.100 -2.509 1.222
C 1.158 -0.937 -3.008 -0.856
C 2.204 -1.418 -2.020 -0.906
C 2.908 -0.309 -1.266 -1.037
N 2.068 0.174 -0.161 0.473
C 2.805 0.700 0.906 -0.194
C 2.330 1.154 2.085 0.187
C 3.108 2.145 2.873 -0.828
C 2.754 2.306 4.284 -0.870
C 1.522 1.985 4.708 -0.423
C 0.586 1.352 3.808 -0.135
C 0.993 0.974 2.591 0.119
O 0.108 0.379 1.717 -0.470
C -1.159 -0.326 -3.095 -1.222
C -2.324 0.650 -3.001 -0.844
C -2.674 1.139 -1.587 -0.773
N -2.134 0.186 -0.610 -0.143
C -2.956 -0.637 -0.055 0.192
C -2.610 -1.832 0.672 0.499
C -3.624 -2.537 1.338 -0.742
C -3.361 -3.760 1.912 -0.807
C -2.084 -4.311 1.785 -0.487
C -1.075 -3.652 1.109 -0.840
C -1.329 -2.397 0.568 0.355
O -0.349 -1.739 -0.073 -0.429
H 0.512 1.327 -4.199 0.435
H 1.536 1.684 -2.791 0.333
H -0.154 2.189 -2.793 0.460
H 1.641 -0.492 -3.881 0.384
H 0.586 -1.791 -3.364 0.459
H 2.926 -2.012 -2.584 0.515
H 1.753 -2.099 -1.296 0.198
H 3.165 0.527 -1.927 0.298
H 3.847 -0.675 -0.848 0.725
H 3.871 0.779 0.717 0.418
H 4.175 2.145 2.657 0.691
H 3.466 2.783 4.943 0.416
H 1.214 2.198 5.722 0.426
H -0.432 1.158 4.114 0.470
H -1.411 -1.275 -2.622 0.398
H -0.980 -0.534 -4.155 0.650
H -3.170 0.101 -3.420 0.370
H -2.176 1.509 -3.656 0.391
H -3.755 1.223 -1.459 0.513
H -2.229 2.110 -1.387 0.207
H -4.023 -0.449 -0.193 0.353
H -4.616 -2.105 1.393 0.423
H -4.137 -4.296 2.438 0.426
H -1.879 -5.280 2.221 0.434
H -0.087 -4.079 1.008 0.478
S -0.744 3.403 1.512 -0.101
S 0.840 4.475 2.446 -0.013
S 2.613 3.788 1.931 0.019
S 0.037 2.690 -0.270 -0.319

***

# 5
19
Properties=species:S:1:pos:R:3:mulliken_charge:R:1 method="wB97M-V/def2-TZVPD" molar_mass_da=100.2 homo_ev=-9.6 lumo_energy_ev=1.06 max_force_ev_per_a=1.596 gap_ev=10.7
C -2.481 -0.816 0.340 -1.239
C -1.137 -0.920 -0.370 -0.493
C -0.129 0.113 0.183 0.440
C -0.158 1.511 -0.459 -0.225
O -0.349 2.614 -0.008 -0.504
C 1.299 -0.281 -0.208 -0.917
C 2.435 0.660 0.245 -1.147
H -3.256 -1.397 -0.168 0.363
H -2.417 -1.175 1.375 0.316
H -2.795 0.232 0.368 0.317
H -0.794 -1.974 -0.341 0.370
H -1.247 -0.689 -1.436 0.326
H -0.159 0.156 1.287 0.267
H 0.426 1.333 -1.398 0.365
H 1.419 -0.656 -1.238 0.430
H 1.235 -1.150 0.432 0.386
H 3.223 0.797 -0.506 0.296
H 2.893 0.200 1.120 0.333
H 2.107 1.666 0.540 0.316

***

# 6
12
Properties=species:S:1:pos:R:3:mulliken_charge:R:1 method="wB97M-V/def2-TZVPD" molar_mass_da=119.1 homo_ev=-8.7 lumo_energy_ev=0.25 max_force_ev_per_a=4.078 gap_ev=9.0
O -2.949 0.914 0.034 -0.398
C -2.168 1.372 0.761 0.474
N -1.332 1.499 1.586 -0.104
O -1.041 2.279 2.658 -0.337
H -0.519 1.655 3.196 0.372
C 1.788 -1.596 -0.799 -0.736
C 0.904 -0.610 -0.736 0.183
S 0.127 -0.105 -2.320 -0.216
H 2.038 -2.033 -1.667 0.218
H 2.318 -1.953 0.070 0.230
H 0.465 -0.101 0.147 0.194
H 0.367 -1.320 -2.930 0.121